[1]
One molecule with the formula C6H12N2 in a non-equilibrium geometry. Source: OMol25; level of theory: wB97M-V/def2-TZVPD.

SMILES string = [H]/N=C(\C)N/C(C)=C/C
total charge = 0
multiplicity = 1
highest occupied orbital energy = -7.9 eV
M = 112.2 g mol⁻¹
relative energy (zero: lowest compared OMol25 entry of this formula, charge and spin) = 21.0 kcal/mol
frontier orbital gap = 8.81 eV

XYZ file:
```
20
C6H12N2 | OMol25 | wB97M-V/def2-TZVPD
H -1.878 -2.873 -0.715
N -0.747 1.555 2.115
H 1.724 -0.754 -1.486
H -1.172 -1.895 -2.032
C 0.688 2.522 0.401
N 0.773 0.139 1.004
H -2.717 -1.440 -1.333
H 0.413 3.485 0.837
C 0.195 1.370 1.249
C -1.067 -1.001 -0.067
H -1.752 -0.503 0.619
C 0.253 -0.771 0.073
H 0.892 -2.314 -1.340
H 0.236 2.438 -0.592
H 2.098 -1.857 -0.146
C -1.733 -1.858 -1.094
H 1.776 2.472 0.296
H -1.046 2.534 2.125
H 1.776 0.218 0.863
C 1.290 -1.467 -0.776
```


[2]
One molecule with the formula C6H12N2 in a non-equilibrium geometry. Source: OMol25; level of theory: wB97M-V/def2-TZVPD.

SMILES string = C[C@@]12CCN[C@@H]1[C@H]2N
total charge = 0
multiplicity = 1
highest occupied orbital energy = -8.2 eV
M = 112.2 g mol⁻¹
relative energy (zero: lowest compared OMol25 entry of this formula, charge and spin) = 32.9 kcal/mol
frontier orbital gap = 9.20 eV

XYZ file:
```
20
C6H12N2 | OMol25 | wB97M-V/def2-TZVPD
H -1.663 -2.448 0.923
H 1.410 -0.940 -1.782
N -0.067 -1.185 1.492
H -2.147 -0.808 1.283
C -1.074 -0.887 -0.631
H -0.989 1.295 0.950
N 0.939 2.166 0.303
H -0.164 -1.016 2.459
H 1.874 0.773 -1.565
C -1.368 -1.374 0.789
H 0.522 0.406 -2.703
H -0.792 -1.729 -1.286
C 1.038 0.097 -1.750
C 0.665 -0.187 0.800
H 0.538 2.974 -0.194
C 0.003 1.113 0.461
H 1.396 2.522 1.209
H -2.015 -0.490 -1.028
C 0.091 0.028 -0.527
H 1.805 -0.308 0.799
```


[3]
A 2-piece molecular cluster, C6H12N2 overall in a non-equilibrium geometry. Source: OMol25; level of theory: wB97M-V/def2-TZVPD.

total charge = 0
multiplicity = 1
highest occupied orbital energy = -8.0 eV
M = 112.2 g mol⁻¹
relative energy (zero: lowest compared OMol25 entry of this formula, charge and spin) = 232.6 kcal/mol
frontier orbital gap = 8.76 eV

XYZ file:
```
20
C6H12N2 | OMol25 | wB97M-V/def2-TZVPD
H 0.565 -2.543 -0.779
H 2.356 0.073 1.647
C 0.152 1.110 -0.481
H -2.212 0.477 -1.794
C 0.236 0.460 0.810
H -0.906 0.499 0.900
H 1.518 -3.058 1.603
H -0.918 -2.051 0.449
N -2.113 0.919 -0.732
H -3.144 1.382 -0.916
N 1.357 -1.696 0.884
H 1.608 -0.553 -0.669
C 0.103 -1.719 -0.067
H -0.957 1.815 -2.435
C -1.086 1.769 -1.237
C 0.418 -0.414 -0.673
C 1.278 -0.347 1.612
H 0.955 1.781 -0.504
H -1.189 2.875 -0.972
H 1.004 -0.410 2.619
```


[4]
A 3-piece molecular cluster, C6H12N2 overall in a non-equilibrium geometry. Source: OMol25; level of theory: wB97M-V/def2-TZVPD.

SMILES string = [H]/N=C\C.C=CC.C#N
total charge = 0
multiplicity = 1
highest occupied orbital energy = -8.3 eV
M = 112.2 g mol⁻¹
relative energy (zero: lowest compared OMol25 entry of this formula, charge and spin) = 108.2 kcal/mol
frontier orbital gap = 8.84 eV

XYZ file:
```
20
C6H12N2 | OMol25 | wB97M-V/def2-TZVPD
C -0.014 -1.575 0.535
H -0.505 3.507 -0.804
C 0.763 -0.964 -1.318
H -1.443 1.316 -1.831
H 0.953 -0.512 2.135
C -1.314 0.785 0.219
H -1.029 1.201 1.181
H -0.565 -3.336 1.039
C 1.083 -1.434 1.566
H 2.064 -1.377 1.085
C 0.078 2.584 -0.884
H 1.346 -1.857 -1.452
H 0.745 2.527 -0.022
H 0.686 2.645 -1.785
H -2.292 0.317 0.206
N -0.788 -2.573 0.392
C -0.847 1.406 -0.933
H 1.089 -2.276 2.263
N 0.557 0.068 -1.860
H -0.568 -0.453 0.269
```


[5]
C6H12N2 as an isolated structure in a non-equilibrium geometry. Source: OMol25; level of theory: wB97M-V/def2-TZVPD.

total charge = 0
multiplicity = 1
highest occupied orbital energy = -7.6 eV
M = 112.2 g mol⁻¹
relative energy (zero: lowest compared OMol25 entry of this formula, charge and spin) = 192.6 kcal/mol
frontier orbital gap = 8.67 eV

XYZ file:
```
20
C6H12N2 | OMol25 | wB97M-V/def2-TZVPD
C 2.371 -0.751 0.114
H -0.171 0.077 1.497
H 2.168 -1.868 0.320
C -1.858 -1.218 -0.296
H -2.577 -1.495 0.458
H -2.148 -0.098 1.997
C -0.090 -1.052 -0.359
H 2.606 -0.535 -0.914
N 0.851 -0.195 0.626
H -0.869 1.496 -1.679
C -0.669 1.388 -0.621
C 0.727 1.207 0.028
H 1.435 1.217 -0.836
H -2.265 -1.551 -1.260
H 3.174 -0.187 0.610
H 0.117 -1.070 -1.364
C -1.309 0.083 -0.158
N -1.264 0.224 1.326
H -1.235 2.406 -0.209
H 1.005 1.920 0.722
```


[6]
One molecule with the formula C6H12N2 in a non-equilibrium geometry. Source: OMol25; level of theory: wB97M-V/def2-TZVPD.

SMILES string = C[C@H]1[C@@H]2NCC[C@@]12N
total charge = 0
multiplicity = 1
highest occupied orbital energy = -7.4 eV
M = 112.2 g mol⁻¹
relative energy (zero: lowest compared OMol25 entry of this formula, charge and spin) = 129.2 kcal/mol
frontier orbital gap = 8.56 eV

XYZ file:
```
20
C6H12N2 | OMol25 | wB97M-V/def2-TZVPD
C -0.602 0.272 -1.293
H -2.177 1.194 -0.142
H 1.572 -1.763 -0.541
C -0.268 -0.708 1.252
C -0.197 -0.538 -0.223
H -0.297 0.024 -2.371
H -0.330 -1.837 1.306
H -2.638 0.112 -1.657
H -0.951 -0.141 1.797
C 1.211 -0.202 1.797
H 0.412 -1.669 -1.863
N 1.625 0.459 0.512
H 2.176 1.266 0.522
C -1.946 0.945 -1.209
H -1.802 1.921 -1.676
H 1.233 0.485 2.636
H -0.086 1.791 0.208
H 2.079 -0.862 2.011
C 0.485 0.909 -0.302
N 0.499 -1.659 -0.764
```


[7]
One molecule with the formula C6H12N2 in a non-equilibrium geometry. Source: OMol25; level of theory: wB97M-V/def2-TZVPD.

total charge = 0
multiplicity = 1
highest occupied orbital energy (spin up / spin down) = -7.1 / -7.1 eV
M = 112.2 g mol⁻¹
relative energy (zero: lowest compared OMol25 entry of this formula, charge and spin) = 104.0 kcal/mol
frontier orbital gap (spin up / spin down) = 7.61 / 7.61 eV

XYZ file:
```
20
C6H12N2 | OMol25 | wB97M-V/def2-TZVPD
N 1.513 -0.051 0.163
H 3.472 -0.766 -0.344
C -2.680 -0.050 0.582
C -0.484 -1.170 0.236
H -0.188 0.208 -1.580
H 0.232 0.602 1.390
C 2.851 0.217 -0.205
H 2.845 0.913 -1.111
H -0.853 -2.011 0.691
H -0.523 1.779 -0.685
H -3.387 0.390 -0.110
N 1.070 0.907 0.936
C 0.920 -1.250 0.002
H -1.723 1.056 -1.669
C -0.848 0.827 -0.992
H -2.644 0.713 1.451
H 3.254 0.669 0.628
H 1.577 -1.993 -0.491
H -3.185 -0.908 1.015
C -1.219 -0.083 0.093
```


[8]
One molecule with the formula C6H12N2 in a non-equilibrium geometry. Source: OMol25; level of theory: wB97M-V/def2-TZVPD.

SMILES string = [H]/N=C(\C(C)=N\[H])C(C)C
total charge = 0
multiplicity = 1
highest occupied orbital energy = -9.1 eV
M = 112.2 g mol⁻¹
relative energy (zero: lowest compared OMol25 entry of this formula, charge and spin) = 44.8 kcal/mol
frontier orbital gap = 9.63 eV

XYZ file:
```
20
C6H12N2 | OMol25 | wB97M-V/def2-TZVPD
H -1.375 -1.979 -1.128
H 0.642 2.521 0.181
H -1.199 0.023 2.084
H 2.047 -2.018 0.032
C -1.435 -0.894 -1.264
C 1.313 1.775 0.612
H -2.669 -0.281 1.162
C -0.888 -0.154 -0.056
C 0.714 -0.686 0.210
H -0.867 -0.627 -2.159
H -1.020 0.916 -0.229
N 1.030 -1.903 0.122
H -1.514 -1.601 1.438
C 1.342 0.568 -0.285
H -2.491 -0.647 -1.417
C -1.605 -0.530 1.232
H 0.944 1.538 1.613
H 2.666 1.295 -1.461
N 2.048 0.484 -1.380
H 2.317 2.200 0.694
```


[9]
A 3-piece molecular cluster, C6H12N2O overall in a non-equilibrium geometry. Source: OMol25; level of theory: wB97M-V/def2-TZVPD.

total charge = 0
multiplicity = 1
highest occupied orbital energy (spin up / spin down) = -7.3 / -7.9 eV
M = 128.2 g mol⁻¹
relative energy (zero: lowest compared OMol25 entry of this formula, charge and spin) = 166.8 kcal/mol
frontier orbital gap (spin up / spin down) = 7.35 / 8.56 eV

XYZ file:
```
21
C6H12N2O | OMol25 | wB97M-V/def2-TZVPD
N 0.087 0.207 0.590
C 0.040 -1.198 0.983
O 2.574 1.340 -0.812
H -4.060 -0.093 -0.443
H -2.754 -1.269 -0.381
H -2.743 0.014 -1.609
H 2.955 -1.367 1.147
H -2.270 0.453 1.418
C 3.212 -0.533 0.511
H 0.682 1.511 -1.988
H 0.322 -1.863 0.168
H 3.535 1.498 -0.861
H 0.739 -1.328 1.805
C -2.974 -0.215 -0.568
C -2.238 0.688 0.362
C 2.292 0.282 0.006
H -2.282 1.751 0.158
H 4.275 -0.406 0.288
H -0.958 -1.440 1.347
C -0.207 0.682 -0.533
N -0.228 1.286 -1.588
```


[10]
One molecule with the formula C6H12N2O in a non-equilibrium geometry. Source: OMol25; level of theory: wB97M-V/def2-TZVPD.

SMILES string = C/C(N)=C/C(O)=C(\C)N
total charge = 0
multiplicity = 1
highest occupied orbital energy = -6.7 eV
M = 128.2 g mol⁻¹
relative energy (zero: lowest compared OMol25 entry of this formula, charge and spin) = 64.0 kcal/mol
frontier orbital gap = 7.56 eV

XYZ file:
```
21
C6H12N2O | OMol25 | wB97M-V/def2-TZVPD
H 2.121 1.330 0.452
C 1.268 0.662 0.538
H -0.999 1.836 2.452
C -1.308 0.844 -1.069
C 1.087 -0.543 -0.186
O -0.082 1.537 2.364
H 0.983 -1.040 -2.263
H -1.953 -0.562 1.861
N 0.703 -1.786 0.402
H -0.474 1.388 -1.510
N -2.158 0.015 1.054
H -2.868 -0.404 0.468
H 2.187 0.199 -1.887
H -1.509 -0.041 -1.682
C -1.025 0.458 0.361
C 0.052 0.997 1.106
H 0.478 -1.671 1.385
H 2.514 -1.500 -1.510
C 1.735 -0.728 -1.530
H 1.444 -2.478 0.318
H -2.196 1.487 -1.124
```


[11]
C6H12N2O as an isolated structure in a non-equilibrium geometry. Source: OMol25; level of theory: wB97M-V/def2-TZVPD.

total charge = 0
multiplicity = 1
highest occupied orbital energy = -7.7 eV
M = 128.2 g mol⁻¹
relative energy (zero: lowest compared OMol25 entry of this formula, charge and spin) = 79.7 kcal/mol
frontier orbital gap = 8.53 eV

XYZ file:
```
21
C6H12N2O | OMol25 | wB97M-V/def2-TZVPD
N -1.251 0.565 1.829
H -1.290 -0.258 2.411
H 0.453 -2.817 0.389
H 0.721 -1.920 1.893
O 0.777 1.674 1.846
C 0.020 0.813 -0.253
H -0.886 -1.974 1.194
H 1.534 -0.752 -0.251
C 0.173 -1.923 0.949
H -1.604 -0.607 -0.510
H -1.670 1.364 2.286
N -0.500 -0.487 -2.306
H -0.250 0.284 -2.907
C 0.998 1.693 -0.971
C 0.015 0.881 1.267
C -0.659 -0.271 -0.933
C 0.544 -0.672 0.185
H 1.563 1.139 -1.723
H 1.742 2.126 -0.305
H -0.869 -1.362 -2.650
H 0.438 2.504 -1.439
```


[12]
One molecule with the formula C6H12N2O in a non-equilibrium geometry. Source: OMol25; level of theory: wB97M-V/def2-TZVPD.

SMILES string = CC(=O)CC(C)=C(N)N
total charge = 0
multiplicity = 1
highest occupied orbital energy (spin up / spin down) = -7.7 / -7.7 eV
M = 128.2 g mol⁻¹
relative energy (zero: lowest compared OMol25 entry of this formula, charge and spin) = 96.8 kcal/mol
frontier orbital gap (spin up / spin down) = 7.52 / 7.51 eV

XYZ file:
```
21
C6H12N2O | OMol25 | wB97M-V/def2-TZVPD
H 0.425 -0.612 -1.930
H 0.511 1.891 1.403
O 1.669 1.819 -0.415
N -0.237 -0.915 1.759
H 0.604 -1.341 2.125
H -0.440 0.958 -2.223
H -2.429 -1.646 -0.583
C -0.242 0.110 0.821
H -2.772 -0.169 -1.477
H 1.934 -1.461 -0.658
H -1.034 2.002 0.854
N -0.386 1.406 1.357
C -0.051 0.260 -1.475
C 1.290 0.644 -0.514
H 3.145 -0.251 -1.139
C -2.354 -0.554 -0.540
H 2.741 -0.471 0.570
H -0.807 -0.878 2.597
H -2.958 -0.210 0.305
C -0.941 -0.116 -0.393
C 2.332 -0.466 -0.442
```


Copy entry 6 word for word.
One molecule with the formula C6H12N2 in a non-equilibrium geometry. Source: OMol25; level of theory: wB97M-V/def2-TZVPD.

SMILES string = C[C@H]1[C@@H]2NCC[C@@]12N
total charge = 0
multiplicity = 1
highest occupied orbital energy = -7.4 eV
M = 112.2 g mol⁻¹
relative energy (zero: lowest compared OMol25 entry of this formula, charge and spin) = 129.2 kcal/mol
frontier orbital gap = 8.56 eV

XYZ file:
```
20
C6H12N2 | OMol25 | wB97M-V/def2-TZVPD
C -0.602 0.272 -1.293
H -2.177 1.194 -0.142
H 1.572 -1.763 -0.541
C -0.268 -0.708 1.252
C -0.197 -0.538 -0.223
H -0.297 0.024 -2.371
H -0.330 -1.837 1.306
H -2.638 0.112 -1.657
H -0.951 -0.141 1.797
C 1.211 -0.202 1.797
H 0.412 -1.669 -1.863
N 1.625 0.459 0.512
H 2.176 1.266 0.522
C -1.946 0.945 -1.209
H -1.802 1.921 -1.676
H 1.233 0.485 2.636
H -0.086 1.791 0.208
H 2.079 -0.862 2.011
C 0.485 0.909 -0.302
N 0.499 -1.659 -0.764
```